Record 1
Computed, not measured: C7H16O6Si in the gas phase at a distorted geometry, with the ωB97M-V functional and the def2-TZVPD basis.

Positions of all 30 atoms, in Å:
Si -1.0755 0.0154 -0.2540
O 0.1606 -0.0648 -1.3530
O -0.4064 3.0052 1.1637
O -0.5177 3.6384 -1.0035
O -3.2088 -2.2757 1.1399
O -2.4074 -2.4341 -0.0416
O 3.1164 0.8819 -1.0968
C 2.3724 -0.0193 -0.2743
C 3.3410 -0.9401 0.4890
C -1.8216 1.7483 -0.3288
C -0.5772 -0.4088 1.4941
C -0.8522 2.8672 -0.1389
C 1.3466 -0.8080 -1.0777
C -2.4117 -1.2313 -0.8034
H 1.8348 0.6059 0.4492
H 1.1196 -1.7584 -0.5853
H 3.1538 -1.9954 0.2868
H 3.2544 -0.7908 1.5660
H 4.3581 -0.6890 0.1913
H -1.4937 -0.6020 2.0570
H 1.7848 -1.0636 -2.0498
H 0.5138 2.7189 1.2249
H 2.7925 0.8386 -2.0018
H 0.0293 -1.3136 1.5657
H -2.1594 -1.5416 -1.8235
H -3.4230 -0.8056 -0.8693
H -3.9050 -1.6504 0.8874
H -2.3313 1.8979 -1.2815
H -2.5490 1.7693 0.4896
H -0.0384 0.4055 1.9787

The LUMO energy is 0.450 eV. The total energy comes out at -27679.3508 eV. The value obtained for the frontier orbital gap is 10.0 eV. As for the spin multiplicity: 1. As for the SMILES: C[C@@H](O)CO[Si@](C)(COO)CC(=O)O.

Here are the natural (NBO) charges for atoms 1 to 6, given in e: Si 1.870; O -0.889; O -0.741; O -0.540; O -0.440; O -0.276

Record 2
Computed, not measured: 2 unconnected molecules or ions with the total composition C7H16Si at a distorted geometry, with the ωB97M-V functional and the def2-TZVPD basis.

Positions of all 24 atoms, in Å:
Si 0.6648 -0.3477 -0.0208
C 2.0303 1.7742 -1.4955
C 0.7149 -1.5707 1.4396
C -1.7734 0.5950 -0.2286
C 1.7866 1.1828 -0.0630
C -2.0473 1.8630 -0.6179
C 0.1704 -2.8930 0.9737
C -2.7994 -0.3567 0.2689
H -1.2120 2.6281 -0.8179
H 1.5973 0.9947 -2.1100
H 1.6510 2.7499 -1.7403
H 0.1505 -1.1967 2.2484
H 1.6898 -1.6209 1.8042
H -2.3536 -1.3133 0.1623
H 1.2234 1.9730 0.5372
H -3.6181 -0.2075 -0.3815
H 0.4712 -1.0389 -1.2534
H 2.8489 1.1316 0.3564
H -2.9984 -0.1644 1.4207
H 1.0264 -3.4700 0.6155
H -0.2747 -3.5294 1.8048
H 3.1317 1.9274 -1.6742
H -3.0503 2.2601 -0.6887
H -0.5378 -2.4829 0.2771

The LUMO energy (alpha / beta) is 1.057 / -1.751 eV. The total energy comes out at -15388.7945 eV. The expectation value of S² is 2.02. The value obtained for the frontier orbital gap (alpha / beta) is 5.8 / 7.8 eV. As for the spin multiplicity: 3.

Here are the natural (NBO) charges for atoms 1 to 6, given in e: Si 1.017; C -0.608; C -0.834; C 0.154; C -0.899; C -0.551

Record 3
Computed, not measured: a molecular structure, C7H17AlN, with the ωB97M-V functional and the def2-TZVPD basis.

Positions of all 26 atoms, in Å:
Al 0.3758 2.0505 0.3533
N 2.9483 0.8242 -1.6389
C -1.4186 -2.6852 -0.2887
C -0.5399 0.2427 0.4865
C -0.8789 -1.6404 -1.2598
C 2.3874 1.7134 0.6054
C -1.1974 -0.2041 -0.8389
C -1.5039 0.1498 1.6885
C 2.8768 0.7197 -0.3673
H 3.1929 -0.2526 0.0342
H 2.5227 1.3500 1.6289
H 2.9398 2.6535 0.5064
H -2.2896 -0.1064 -0.7529
H -1.2844 -1.8330 -2.2597
H 0.1518 2.7211 -1.1237
H -2.5305 0.3724 1.3768
H -1.5241 -0.8432 2.1578
H 2.5954 1.7460 -1.9156
H -1.2240 -3.7033 -0.6380
H 0.2749 -0.4732 0.6812
H -0.9605 -2.5775 0.6952
H -2.4998 -2.5701 -0.1632
H -0.9054 0.4592 -1.6595
H -0.1070 3.0711 1.5372
H -1.2544 0.8679 2.4752
H 0.2095 -1.7425 -1.3358

The LUMO energy is 3.683 eV. The total energy comes out at -15622.4806 eV. The net charge is -1. The value obtained for the frontier orbital gap is 8.2 eV. As for the spin multiplicity: 1.

Here are the natural (NBO) charges for atoms 1 to 6, given in e: Al 1.169; N -0.710; C -0.607; C -0.745; C -0.390; C -1.003